84
Properties=species:S:1:pos:R:3:forces:R:3 method="wB97M-V/def2-TZVPD" homo_energy_ev="-3.91 / -4.37" de_lowest_kcal_mol=3.65 gap_ev="6.27 / 6.45" energy_ha=-5009.142612 lumo_energy_ha="0.087 / 0.076" spin_multiplicity=2 total_charge=-1 fmax_ev_per_a=0.56
Cd 0.213 -0.154 0.622 -0.510 -0.064 -0.221
N -4.060 1.636 -0.104 0.011 -0.039 -0.050
C -2.976 0.779 0.071 -0.077 0.020 -0.100
S -2.078 0.958 1.538 -0.086 -0.008 0.210
N -2.798 -0.087 -0.875 0.331 -0.119 0.224
N -1.707 -0.940 -0.662 -0.338 0.016 -0.145
C -1.946 -2.150 -1.004 0.187 0.064 -0.030
C -1.017 -3.268 -0.925 -0.130 0.108 0.008
C -1.553 -4.542 -1.141 0.026 -0.083 -0.008
C -0.790 -5.689 -1.055 -0.029 0.073 -0.012
C 0.568 -5.551 -0.750 0.044 -0.070 0.009
C 1.130 -4.314 -0.543 -0.008 0.040 -0.009
C 0.369 -3.115 -0.623 -0.051 -0.069 -0.069
O 0.941 -1.979 -0.444 0.100 0.185 0.169
H -3.956 2.511 0.383 0.021 0.001 -0.007
H -4.328 1.718 -1.074 -0.032 0.035 0.016
H -2.950 -2.375 -1.373 0.014 -0.022 -0.005
H -2.610 -4.613 -1.379 -0.006 -0.012 0.002
H -1.229 -6.663 -1.223 0.001 -0.011 -0.001
H 1.194 -6.434 -0.675 -0.005 -0.010 0.001
H 2.181 -4.205 -0.307 0.018 -0.008 -0.001
C 4.021 3.053 -4.486 0.086 -0.006 -0.087
C 3.030 3.325 -3.364 -0.044 0.058 0.046
C 2.215 2.102 -2.959 -0.015 -0.081 -0.027
C 2.984 1.057 -2.148 0.003 -0.147 0.106
N 3.642 1.604 -0.974 -0.026 0.232 -0.183
C 3.017 1.585 0.332 -0.162 -0.451 0.154
Se 1.214 2.309 0.488 -0.064 0.236 -0.005
N 4.020 2.223 1.155 0.174 0.208 0.092
C 3.880 2.266 2.597 0.114 -0.038 -0.020
C 3.344 3.581 3.158 0.002 -0.080 0.036
C 4.232 4.804 2.942 0.036 0.022 0.070
C 4.242 5.348 1.516 -0.004 0.028 -0.067
C 5.246 2.136 0.517 -0.201 -0.041 -0.062
C 6.517 2.401 0.963 0.123 0.046 0.033
C 7.583 2.239 0.062 -0.008 0.016 0.070
C 7.356 1.824 -1.231 -0.023 -0.017 -0.053
C 6.053 1.564 -1.691 0.100 0.021 -0.071
C 5.008 1.743 -0.817 -0.129 -0.070 0.143
H 4.517 3.967 -4.818 0.002 0.024 0.024
H 3.519 2.616 -5.352 -0.026 0.007 -0.014
H 4.806 2.361 -4.179 -0.011 -0.031 0.017
H 2.343 4.116 -3.679 -0.017 -0.028 -0.015
H 3.548 3.714 -2.483 0.020 -0.006 -0.010
H 1.827 1.605 -3.855 -0.022 -0.006 0.004
H 1.353 2.406 -2.365 0.032 0.054 0.003
H 3.740 0.550 -2.753 0.026 0.073 -0.012
H 2.289 0.274 -1.822 0.029 0.017 -0.044
H 4.861 2.050 3.032 -0.028 0.016 -0.004
H 3.228 1.442 2.908 -0.045 0.036 -0.024
H 3.206 3.426 4.235 0.009 0.013 0.002
H 2.354 3.762 2.736 -0.013 0.004 -0.023
H 5.256 4.575 3.264 0.013 -0.006 -0.017
H 3.885 5.595 3.614 -0.031 -0.013 -0.008
H 4.822 4.724 0.839 0.020 -0.040 -0.006
H 4.669 6.352 1.489 0.016 0.008 0.003
H 3.228 5.397 1.116 -0.033 0.016 0.016
H 6.696 2.727 1.980 0.014 -0.003 -0.004
H 8.593 2.440 0.396 0.011 -0.005 0.001
H 8.191 1.690 -1.908 0.003 -0.004 -0.014
H 5.887 1.226 -2.704 0.009 0.004 -0.009
C -2.302 -2.151 4.061 -0.080 -0.032 0.037
N -0.885 -2.119 3.721 0.056 0.087 -0.010
C -0.585 -2.887 2.525 0.019 -0.047 -0.060
C -0.213 -0.927 3.866 -0.175 0.120 0.034
N 0.558 -0.484 2.938 0.227 -0.094 0.006
N -0.455 -0.251 5.057 0.065 -0.043 -0.070
C -0.021 1.126 5.134 0.009 0.042 0.004
C -0.343 -0.986 6.302 -0.037 -0.005 0.032
H -2.906 -1.823 3.208 0.012 0.023 0.011
H -2.510 -1.493 4.899 -0.024 0.009 -0.010
H -2.589 -3.170 4.328 0.031 -0.001 -0.005
H -0.966 -3.901 2.655 0.004 -0.009 0.008
H 0.487 -2.925 2.350 0.004 0.014 0.002
H -1.067 -2.454 1.643 -0.016 -0.011 -0.011
H 1.082 0.336 3.224 0.007 -0.048 0.018
H 1.062 1.223 5.305 0.000 -0.007 -0.001
H -0.536 1.609 5.964 -0.001 -0.008 0.014
H -0.283 1.652 4.217 -0.016 0.005 0.000
H -0.586 -2.032 6.136 0.014 -0.003 0.024
H -1.031 -0.577 7.045 0.000 0.007 -0.008
H 0.676 -0.927 6.709 0.000 -0.002 -0.006
S 3.815 -1.060 1.037 0.170 -0.143 0.278
C 2.821 0.098 0.708 0.309 0.053 -0.305

30
Properties=species:S:1:pos:R:3:forces:R:3 method="wB97M-V/def2-TZVPD" homo_energy_ev=-12.99 de_lowest_kcal_mol=135.31 gap_ev=8.72 energy_ha=-484.240038 lumo_energy_ha=-0.157 total_charge=+1 fmax_ev_per_a=5.09
C 3.338 1.797 -0.030 0.221 3.439 -0.074
C 2.078 -1.613 -0.499 2.097 0.294 -1.034
C -1.288 -0.761 1.050 1.072 0.440 0.751
C 3.079 -0.586 0.164 -0.160 -0.044 -2.484
C 0.658 -1.298 -0.162 0.597 0.984 1.119
C 0.229 -0.802 1.239 -1.776 0.368 -2.230
C 0.060 0.048 0.037 3.959 -2.436 2.086
C -1.197 0.557 -0.037 -1.466 1.725 1.165
C -1.521 1.722 0.920 0.311 -1.279 -0.021
C -3.317 -0.179 -1.034 0.958 0.294 2.275
C -1.890 0.372 -1.295 -1.596 0.585 -2.282
N 2.628 0.797 -0.007 -2.392 -2.210 -0.265
H 2.917 2.840 -0.181 -0.076 -1.382 0.108
H 4.385 1.887 0.131 1.268 -0.704 0.074
H 2.161 -1.625 -1.642 -0.026 0.447 1.455
H 2.541 -2.635 -0.250 -1.550 1.214 0.157
H -1.712 -1.545 0.507 -0.129 -1.461 -1.028
H -1.987 -0.538 1.837 0.324 0.747 0.530
H 3.141 -0.802 1.207 0.436 -0.198 0.706
H 4.006 -0.760 -0.424 -0.052 0.203 1.006
H -0.056 -1.945 -0.509 -1.343 -1.952 -1.414
H 0.778 -0.805 2.109 1.054 0.103 1.705
H -1.554 2.607 0.300 0.261 0.533 0.348
H -0.719 1.670 1.712 -1.078 0.716 -0.729
H -2.515 1.519 1.335 0.289 0.473 0.091
H -3.894 -0.035 -1.895 -1.239 0.422 -0.901
H -3.656 0.378 -0.108 -0.473 -0.566 -1.355
H -3.373 -1.258 -0.776 0.362 0.601 -0.247
H -1.997 1.406 -1.866 0.474 -2.281 0.913
H -1.321 -0.413 -1.836 -0.328 0.926 -0.426

19
Properties=species:S:1:pos:R:3:forces:R:3 method="wB97M-V/def2-TZVPD" homo_energy_ev="-13.62 / -13.62" de_lowest_kcal_mol=30.62 gap_ev="8.30 / 5.36" energy_ha=-422.086359 lumo_energy_ha="-0.196 / -0.304" spin_multiplicity=2 total_charge=+1 fmax_ev_per_a=2.20
C 0.471 -1.988 -0.984 0.632 0.472 -1.899
C 1.582 -1.263 -0.479 -1.078 0.500 1.856
O 1.759 -0.031 -0.809 0.293 0.052 -0.267
C 2.310 -1.679 0.732 1.492 -0.991 -0.665
H 0.550 -3.026 -1.271 -0.152 -0.296 0.673
H -0.235 -1.388 -1.555 -0.363 -0.238 0.256
H 1.181 0.304 -1.519 -0.032 -0.358 -0.114
H 2.369 -2.764 0.802 -0.474 -0.014 0.172
H 1.866 -1.247 1.630 -0.208 0.084 -0.086
H 3.362 -1.377 0.683 -0.187 0.436 0.037
H -3.161 2.603 0.941 -0.076 -0.092 0.017
H -2.436 2.696 2.271 -0.057 -0.332 -0.209
O -2.653 2.069 1.563 0.157 0.341 0.132
H 2.691 2.936 -1.876 -0.038 -0.293 -0.046
H 1.438 2.190 -1.265 0.382 0.337 -0.100
O 1.885 3.033 -1.362 -0.301 0.317 0.195
H -3.715 -0.080 0.466 -0.125 0.223 -0.241
H -4.634 -0.609 1.485 -0.447 -0.030 -0.048
O -4.630 -0.377 0.547 0.582 -0.119 0.337

19
Properties=species:S:1:pos:R:3:forces:R:3 method="wB97M-V/def2-TZVPD" homo_energy_ev=-8.83 de_lowest_kcal_mol=47.02 gap_ev=9.82 energy_ha=-252.988155 lumo_energy_ha=0.036 smiles="C=CC.CNC" fmax_ev_per_a=1.93
C 3.273 -0.377 -2.505 -0.711 -0.374 -0.357
C 1.969 -0.397 -2.745 -0.015 -0.163 -0.652
C 1.355 0.362 -3.894 0.040 1.654 0.995
H 3.701 -1.189 -1.939 0.395 0.425 0.503
H 3.865 0.338 -3.061 0.445 -0.180 0.096
H 1.314 -1.094 -2.233 0.115 -0.110 0.065
H 0.268 0.311 -3.889 0.041 -0.661 -0.641
H 1.485 1.450 -3.775 0.285 -0.085 0.259
H 1.897 0.173 -4.817 -0.598 -0.508 -0.266
C -2.566 0.560 3.784 1.142 -0.826 0.669
N -1.309 -0.036 3.302 -0.245 0.466 -0.473
C -1.364 -0.285 1.856 -0.176 -0.003 0.250
H -3.418 -0.128 3.778 -0.191 0.129 -0.388
H -2.416 0.862 4.819 -0.076 0.138 0.046
H -2.702 1.433 3.186 -0.613 0.620 -0.312
H -1.180 -0.946 3.721 0.094 0.060 0.249
H -1.649 0.561 1.226 0.076 0.440 0.577
H -2.149 -1.017 1.679 0.107 -0.587 -0.560
H -0.376 -0.578 1.508 -0.115 -0.437 -0.063

36
Properties=species:S:1:pos:R:3:forces:R:3 method="wB97M-V/def2-TZVPD" homo_energy_ev=-9.32 gap_ev=8.60 energy_ha=-2120.324223 lumo_energy_ha=-0.027 fmax_ev_per_a=14.69
C -1.565 1.403 2.103 8.240 -5.676 -2.124
H -1.579 0.406 1.475 0.502 1.438 1.254
H -1.995 1.177 2.934 -2.527 -0.821 5.346
C -0.106 1.972 2.195 -8.490 5.483 3.165
H 0.424 1.481 2.783 4.342 -4.732 5.845
H -0.145 3.059 2.748 -0.160 -2.187 -1.202
C 0.648 2.140 1.120 9.016 -2.423 -11.338
N 0.938 0.715 0.286 -1.861 1.022 0.126
C 1.487 -0.351 0.913 -3.977 -2.252 -5.407
O 1.938 -0.388 1.976 2.866 0.486 5.478
C 1.393 -1.799 0.194 -0.610 5.532 -1.856
C 2.716 -1.907 -0.670 -9.188 -3.736 -1.225
H 2.423 -2.698 -1.331 1.236 -1.655 0.030
H 2.724 -1.197 -1.341 0.158 4.635 -2.815
H 3.438 -1.901 -0.064 6.014 -0.722 4.377
H 1.014 -2.477 0.926 0.199 -0.895 -0.065
O 0.000 -1.423 -0.788 3.671 -2.894 2.694
C -0.680 -2.530 -0.940 2.147 -5.591 -0.192
O -0.414 -3.812 -0.689 -0.545 6.563 -0.141
C -1.794 -2.229 -1.760 -1.073 3.248 -1.374
N -1.971 -0.857 -2.124 2.782 -4.266 3.940
S -3.301 -0.741 -2.808 -4.551 -0.967 -4.144
C -3.582 -2.489 -3.152 -1.738 1.841 0.228
C -2.688 -3.133 -2.334 0.455 -1.671 -2.033
Cl -2.334 -4.859 -2.622 -0.648 1.345 0.624
Cl -4.922 -3.098 -4.191 1.820 0.703 1.450
H 0.210 0.674 -0.515 2.077 -0.887 1.970
C 0.199 2.791 -0.115 -6.801 3.867 5.687
H -0.884 2.580 -0.282 0.650 -0.384 -0.552
H 0.672 3.013 -0.933 3.429 -0.091 -4.462
H 0.039 3.844 0.289 -0.017 -0.349 -0.486
C 2.243 2.599 1.181 -6.083 -0.246 10.761
H 2.640 1.815 1.991 -0.219 2.156 -1.785
H 2.078 3.652 1.661 1.150 -1.636 -0.695
H 2.752 2.624 0.375 2.979 -0.062 -5.876
H -2.016 1.947 1.513 -5.246 5.825 -5.203

84
Properties=species:S:1:pos:R:3:forces:R:3 method="wB97M-V/def2-TZVPD" homo_energy_ev=-13.34 de_lowest_kcal_mol=5.71 gap_ev=5.28 energy_ha=-4420.090599 lumo_energy_ha=-0.296 total_charge=+2 fmax_ev_per_a=3.70
Pd -0.330 -1.001 -0.582 3.058 2.055 0.328
N -2.806 -0.021 1.158 0.188 0.111 -0.324
P -1.582 0.900 0.400 0.097 -0.631 1.132
C -2.500 2.339 -0.216 0.584 -0.395 -0.926
C -3.279 3.061 0.688 0.045 -0.082 0.136
C -3.953 4.186 0.249 -0.012 0.016 -0.024
C -3.829 4.606 -1.071 -0.011 -0.031 0.008
C -3.043 3.894 -1.963 -0.006 0.035 -0.040
C -2.376 2.754 -1.538 -0.034 -0.114 0.004
C -0.672 1.633 1.784 0.168 -0.151 -0.266
C 0.352 2.531 1.477 -0.163 0.116 0.019
C 1.025 3.184 2.493 0.000 0.013 -0.053
C 0.674 2.950 3.817 -0.022 -0.045 0.040
C -0.351 2.067 4.124 0.031 0.054 0.055
C -1.024 1.401 3.110 -0.076 -0.110 -0.091
C -3.042 -1.364 0.956 -0.061 -0.267 0.094
C -4.279 -1.923 1.297 0.006 0.096 0.077
C -4.510 -3.251 1.030 0.045 -0.003 -0.055
C -3.502 -4.010 0.433 0.057 0.007 0.021
C -2.310 -3.390 0.153 -0.210 -0.166 0.167
N -2.063 -2.096 0.420 -0.132 -0.019 -0.426
H -3.615 0.501 1.466 -0.019 0.061 -0.008
H -3.341 2.771 1.732 0.008 0.037 0.017
H -4.565 4.746 0.942 0.011 0.003 0.008
H -4.347 5.496 -1.400 -0.006 -0.004 -0.002
H -2.949 4.226 -2.988 0.010 -0.008 0.000
H -1.761 2.187 -2.228 0.000 0.029 -0.024
H 0.605 2.724 0.442 0.030 0.062 0.055
H 1.815 3.882 2.252 0.010 -0.011 -0.003
H 1.194 3.464 4.614 0.006 0.008 -0.010
H -0.634 1.904 5.156 -0.004 -0.026 -0.007
H -1.828 0.717 3.350 0.001 0.024 0.033
H -5.042 -1.304 1.750 0.000 0.002 -0.012
H -5.468 -3.697 1.258 -0.001 0.022 0.045
H -3.648 -5.050 0.182 0.008 -0.004 0.022
H -1.512 -3.939 -0.315 -0.100 0.053 0.000
C 2.213 -2.266 -2.013 0.234 -0.045 -0.145
N 1.191 -2.767 -1.072 -0.631 0.641 -0.123
C 0.531 -3.912 -1.728 -0.145 -0.130 -0.060
C 1.884 -3.202 0.161 -0.039 0.055 0.434
C 1.004 -3.294 1.393 0.085 -0.080 -0.057
N 0.560 -1.998 1.907 -0.162 0.197 -0.356
C -0.447 -2.204 2.949 -0.031 -0.081 0.135
C 1.668 -1.244 2.500 0.114 -0.021 0.128
H 2.998 -3.017 -2.139 -0.065 -0.065 0.043
H 2.652 -1.349 -1.639 -0.012 -0.110 0.052
H 1.760 -2.079 -2.983 0.013 -0.102 0.023
H 1.279 -4.552 -2.203 0.041 0.043 0.035
H -0.156 -3.560 -2.498 -0.010 0.010 0.021
H -0.004 -4.527 -1.009 0.093 0.025 -0.016
H 2.705 -2.514 0.355 -0.012 0.035 -0.123
H 2.320 -4.190 -0.023 0.058 0.037 -0.073
H 1.574 -3.823 2.170 -0.032 -0.074 -0.025
H 0.122 -3.899 1.176 0.006 -0.009 0.079
H 0.001 -2.676 3.833 0.007 0.010 -0.009
H -1.251 -2.849 2.602 0.027 0.006 -0.021
H -0.860 -1.244 3.250 0.013 -0.012 0.016
H 2.109 -1.799 3.339 -0.071 -0.023 -0.014
H 1.298 -0.291 2.872 -0.014 0.042 -0.036
H 2.445 -1.039 1.774 -0.009 0.022 -0.044
Cl 2.363 0.777 -3.060 0.049 0.158 -0.524
C 0.863 0.140 -3.599 0.564 0.353 0.761
C -0.125 -0.285 -2.714 -0.920 -0.647 0.554
C -1.347 -0.651 -3.262 0.035 0.056 0.333
Cl -2.589 -1.083 -2.155 -0.907 -0.142 -0.575
C -1.610 -0.685 -4.625 0.140 0.060 -0.076
Cl -3.144 -1.163 -5.203 0.017 0.001 0.015
C -0.585 -0.332 -5.500 0.002 -0.012 -0.012
Cl -0.839 -0.411 -7.184 0.007 0.028 0.049
C 0.640 0.096 -4.983 -0.199 -0.050 -0.042
Cl 1.874 0.580 -6.059 0.010 0.009 -0.005
C 1.335 0.105 -0.249 -1.486 -0.624 -0.632
C 2.303 0.821 -0.152 -0.525 -0.481 0.267
C 3.429 1.679 -0.005 0.394 0.309 0.046
C 4.590 1.246 0.645 -0.234 -0.041 -0.067
C 5.679 2.091 0.749 0.091 0.069 -0.014
C 5.626 3.369 0.206 -0.046 -0.011 0.008
C 4.471 3.812 -0.428 0.088 0.057 0.012
C 3.377 2.975 -0.537 -0.108 -0.229 0.085
H 4.627 0.248 1.062 0.032 -0.004 0.001
H 6.577 1.755 1.249 -0.003 -0.012 -0.005
H 6.486 4.020 0.274 -0.007 0.007 0.027
H 4.429 4.811 -0.841 0.007 -0.007 -0.016
H 2.474 3.302 -1.037 0.031 0.044 -0.045